(1)
This record from the Open Molecules 2025 dataset describes an isolated molecule of C7H9N in a non-equilibrium geometry. The level of theory is ωB97M-V with the def2-TZVPD basis set.

XYZ file:
```
17
C7H9N ωB97M-V with the def2-TZVPD basis set
N -0.2748 0.5890 -0.8412
C -0.1203 -0.7964 -0.0105
C 1.2409 -0.9518 -0.3859
C -1.5638 -1.1449 -0.1401
C -2.1918 -0.0338 0.1414
C -1.2404 1.1947 0.0877
C 1.7933 0.2820 0.3392
C 0.5413 1.3516 0.0149
H -3.3372 0.4359 0.3173
H 1.9831 -1.7272 0.1467
H 2.8670 0.3463 -0.1682
H -1.6191 2.0530 -0.5082
H 0.0023 -0.7461 1.2057
H 1.5450 -1.0213 -1.4664
H 0.7234 2.2581 -0.2351
H -2.1562 -2.1110 0.0838
H 1.8075 0.0222 1.4187
```

The spin multiplicity is 1. The value obtained for the max |F| is 0.1435 Eh/bohr. For the HOMO-LUMO gap, the calculation gives 9.187 eV. Its SMILES is C1=C[C@H]2[C@H]3CC[C@H]1N32. For the LUMO energy, the calculation gives 0.9 eV.

***

(2)
This record from the Open Molecules 2025 dataset describes a structure of composition C7H9N in a non-equilibrium geometry. The level of theory is ωB97M-V with the def2-TZVPD basis set.

XYZ file:
```
17
C7H9N ωB97M-V with the def2-TZVPD basis set
N 2.8598 0.2052 -0.7922
C -0.1995 0.5481 -0.5300
C -0.0775 -1.2770 1.1816
C 0.8851 2.7343 0.3926
C 1.8211 0.6042 -0.4867
C 0.6990 1.4575 0.1822
C -0.6262 -0.6644 -0.0614
C -1.5377 -1.5175 -0.8893
H 0.0445 3.3686 0.6678
H -1.1390 -2.5269 -0.9726
H -2.5177 -1.5863 -0.4051
H 1.8823 3.1454 0.5382
H 0.4157 -0.5418 1.8188
H -1.6898 -1.1225 -1.8941
H -0.8600 -1.7726 1.7396
H 0.6933 -2.0164 0.9394
H -0.6533 0.9620 -1.4289
```

The spin multiplicity is 1. The value obtained for the max |F| is 0.1178 Eh/bohr. For the HOMO-LUMO gap, the calculation gives 8.928 eV. For the LUMO energy, the calculation gives 0.2 eV.